Formula: C21H33BrCaCl2N8O3
Source: OMol25
Level of theory: wB97M-V/def2-TZVPD

The net charge is +2. Its HOMO energy (spin up / spin down) is -12.2772 / -12.4793 eV. The value obtained for the total energy is -5655.2367 Eh. The orbital gap (spin up / spin down) is 4.0 / 4.5 eV.

Geometry (Å):
Br 2.173 -1.904 1.085
Ca 1.095 0.533 -0.693
Cl 3.002 2.704 -2.234
Cl 4.610 1.489 -0.214
O 1.343 3.215 1.425
O 1.816 2.104 1.045
O 6.067 -4.000 -1.564
N -1.988 1.589 2.497
N 0.082 0.064 -3.125
N 2.812 -1.285 -1.512
N -0.784 -0.751 -0.110
N -0.818 0.968 2.875
N -2.299 2.969 -2.898
N -1.359 0.551 -4.754
N -0.647 2.435 -1.503
C 0.609 2.053 4.625
C -3.802 -1.854 -1.210
C 0.147 -0.918 -4.098
C -1.788 -1.320 0.059
C -1.825 1.245 5.188
C 0.071 -0.296 4.622
C 4.184 -3.105 -0.497
C -0.714 -0.587 -5.118
C -2.338 3.890 -1.870
C -0.857 0.940 -3.530
C -1.271 2.113 -2.667
C 4.725 -2.234 -2.699
C 4.508 2.869 -1.337
C 5.026 -3.101 -1.612
C 3.190 -2.121 -0.543
C -3.827 -2.060 1.329
C -1.301 3.573 -1.041
C -0.555 1.072 4.337
C -2.411 -3.658 0.011
C -2.971 -2.220 0.067
C 3.608 -1.423 -2.628
H -2.949 2.953 -3.695
H -1.826 -3.827 -0.905
H 1.071 -0.338 4.170
H -4.688 -2.507 -1.338
H 4.536 3.793 -0.742
H 6.662 -3.927 -2.333
H -2.010 1.110 -5.333
H -3.264 -2.339 2.228
H 3.351 -0.797 -3.476
H 0.194 -0.480 5.712
H 1.503 1.602 4.139
H 4.309 -3.784 0.356
H -2.628 0.591 4.828
H -2.059 2.588 2.764
H -3.192 -1.957 -2.114
H -2.193 2.289 5.152
H -1.773 -3.900 0.887
H 0.031 1.144 2.350
H 0.790 2.232 5.706
H 5.364 2.778 -2.027
H -4.174 -1.031 1.445
H 0.418 3.013 4.109
H -3.259 -4.407 -0.021
H -0.517 -1.131 4.214
H -4.723 -2.721 1.310
H -0.950 4.035 -0.138
H -2.055 1.580 1.475
H -0.858 -1.075 -6.074
H -1.604 0.960 6.223
H 5.334 -2.161 -3.605
H -4.130 -0.809 -1.175
H 0.835 -1.724 -3.991
H -3.062 4.705 -1.808

Formula: C21H33BrIrN4O2S
Source: OMol25
Level of theory: wB97M-V/def2-TZVPD

The net charge is +2. Its HOMO energy (spin up / spin down) is -14.1173 / -14.3094 eV. The value obtained for the total energy is -4265.4490 Eh. As for the spin multiplicity: 2. The orbital gap (spin up / spin down) is 7.5 / 6.3 eV.

Geometry (Å):
Ir 0.905 -1.882 0.009
Br -1.653 -1.528 -0.565
S 1.639 -6.275 -1.186
O 0.742 0.233 -0.486
O 3.091 -1.801 -0.074
N 0.567 -4.327 0.011
N 1.308 -3.778 -1.002
N 4.976 -1.881 1.134
N 2.795 -4.345 -2.717
C -1.441 3.095 -0.588
C -2.753 1.070 -0.610
C 0.620 -5.610 0.070
C 1.464 -1.704 2.049
C -0.239 2.414 -0.578
C -1.601 0.375 -0.577
C -4.769 2.871 0.723
C 2.350 2.422 -0.565
C -4.848 2.918 -1.781
C 1.053 3.236 -0.567
C -0.042 -6.469 1.094
C 2.844 -2.287 2.219
C -3.991 3.277 -0.549
C -0.290 0.960 -0.545
C -2.703 2.494 -0.591
C 1.969 -4.657 -1.717
C 1.059 4.130 -1.823
C 1.038 4.125 0.693
C 0.777 -6.521 2.393
C 3.661 -1.957 1.029
C -3.772 4.789 -0.518
H -0.154 -7.479 0.700
H 3.247 -5.051 -3.272
H -1.034 -6.072 1.303
H -5.717 3.408 0.740
H 2.979 -3.377 -2.924
H 1.977 4.674 0.757
H -5.114 1.861 -1.802
H 3.193 3.112 -0.531
H 2.447 1.815 -1.464
H -3.225 5.096 0.376
H -3.243 5.139 -1.407
H 0.210 4.812 -1.845
H -5.770 3.497 -1.747
H 1.470 -0.616 2.132
H 5.447 -1.983 2.017
H 1.970 4.728 -1.831
H 3.311 -1.924 3.137
H -4.321 3.165 -2.704
H 0.741 -2.138 2.732
H 2.804 -3.379 2.293
H 5.533 -1.673 0.318
H 0.931 3.521 1.597
H 1.038 3.524 -2.731
H 0.825 -5.535 2.856
H -4.207 3.136 1.620
H 1.790 -6.879 2.207
H 0.228 4.853 0.669
H -3.701 0.550 -0.644
H 2.419 1.769 0.305
H -1.400 4.173 -0.591
H -4.985 1.802 0.750
H -4.738 5.290 -0.496
H 0.298 -7.202 3.094